The following is a quantum chemistry calculation of a structure of composition C47H59BN9O3S3Zr in a non-equilibrium geometry, from the Open Molecules 2025 dataset.

Output
- HOMO-LUMO gap (hartree) = 0.24205
- DFT total energy (Eh) = -3810.7495
- net charge = +3
- HOMO energy (eV) = -14.90
- multiplicity = 1
- relative energy (zero: lowest compared OMol25 entry of this formula, charge and spin) (kcal/mol) = 22.50
- LUMO energy (Ha) = -0.3055

The geometry in XYZ format:
```
123
C47H59BN9O3S3Zr, DFT ωB97M-V with the def2-TZVPD basis set
Zr 0.61535 0.28172 -0.13875
C -0.22447 -3.51198 3.29532
C -1.02599 -2.27427 3.57904
C -1.50929 -1.99868 4.82112
C -2.25479 -0.82190 5.07730
N -2.49849 0.02842 4.11634
N -2.05599 -0.26842 2.88403
B -2.56241 0.70884 1.81714
N -1.87144 2.06768 1.63333
N -3.06278 2.09305 2.28667
C -3.71761 3.18631 2.56040
C -3.04207 4.38633 2.19203
C -1.84571 4.40041 1.54655
C -1.18884 5.68502 1.14205
C -1.21329 3.13406 1.20339
S 0.21554 3.01317 0.31064
C -5.07659 3.17837 3.22074
C -5.57597 1.75021 3.44455
C -4.94517 3.91919 4.56688
C -6.05580 3.93226 2.30164
N -3.36061 0.05949 0.69729
N -4.32243 -0.68490 1.27906
C -5.21106 -1.24985 0.51048
C -5.19240 -1.00283 -0.88886
C -4.19425 -0.28433 -1.47091
C -4.13774 -0.03708 -2.95135
C -3.17042 0.20941 -0.61467
S -1.76844 0.99949 -1.23383
C -6.25670 -2.15280 1.14972
C -5.93935 -2.40704 2.62277
C -7.62736 -1.47418 1.01959
C -6.25993 -3.49467 0.39295
C -1.34062 -1.34835 2.54609
S -0.92599 -1.64521 0.89422
C -2.85976 -0.51676 6.43947
C -2.83407 0.98848 6.71313
C -4.32166 -1.00921 6.39554
C -2.11061 -1.25189 7.55659
H 0.17667 -3.93225 4.21694
H -0.85649 -4.27065 2.82355
H 0.58409 -3.30989 2.59463
H -1.31242 -2.68744 5.63559
H -3.52440 5.32827 2.42360
H -1.64814 6.53709 1.63746
H -0.12078 5.66461 1.36062
H -1.27905 5.81938 0.05943
H -4.86154 1.15350 4.02016
H -6.51772 1.78748 3.99651
H -5.76539 1.23947 2.49425
H -4.15977 3.48591 5.19111
H -4.73076 4.98271 4.42871
H -5.89032 3.83985 5.10645
H -6.14014 3.44706 1.32436
H -7.04486 3.92851 2.76618
H -5.76811 4.97622 2.14973
H -5.99247 -1.39549 -1.50841
H -5.07746 -0.32197 -3.42343
H -3.93286 1.01292 -3.16970
H -3.33469 -0.62172 -3.40968
H -5.98792 -1.48580 3.21082
H -6.66833 -3.11248 3.02629
H -4.94062 -2.83807 2.74525
H -7.66490 -0.54408 1.59400
H -7.87448 -1.24844 -0.02147
H -8.40238 -2.14126 1.40389
H -5.25665 -3.92726 0.34186
H -6.90420 -4.20176 0.91629
H -6.64657 -3.39397 -0.62409
H -3.33158 1.54433 5.91775
H -3.35150 1.19439 7.65133
H -1.80695 1.35652 6.80646
H -4.91504 -0.41695 5.69232
H -4.37988 -2.06083 6.09692
H -4.76897 -0.91821 7.38768
H -1.03074 -1.06781 7.52033
H -2.47211 -0.88977 8.51911
H -2.28584 -2.33107 7.53772
C -0.26541 -1.27539 -3.08462
O 0.45612 -1.25796 -1.81010
C 1.13927 -2.46258 -1.52173
C 0.93075 -3.64586 -2.19163
C 1.71377 -4.74631 -1.86430
C 2.70437 -4.65526 -0.89727
C 2.90391 -3.46007 -0.22843
C 2.09778 -2.37984 -0.52431
N 2.22604 -1.09154 0.05609
N 3.31806 -0.79728 0.63121
C 3.65458 0.51711 0.78151
C 3.14144 1.52329 -0.08190
O 2.12644 1.24374 -0.89856
C 3.74582 2.79077 -0.12027
C 4.75998 3.08515 0.73943
C 5.30035 2.12493 1.64680
C 6.38319 2.44929 2.49099
C 6.94109 1.49527 3.29955
C 6.43269 0.18620 3.28422
C 5.36286 -0.14707 2.48625
C 4.77834 0.81879 1.65055
H 0.41176 -1.64539 -3.84674
H -0.55925 -0.26504 -3.30523
H -1.13925 -1.91039 -2.99230
H 0.18666 -3.73845 -2.97116
H 1.55241 -5.67803 -2.39258
H 3.32540 -5.51225 -0.67164
H 3.67984 -3.34978 0.51924
H 3.37354 3.51677 -0.83366
H 5.18957 4.08384 0.72838
H 6.78056 3.45891 2.47452
H 7.78380 1.74178 3.93269
H 6.90070 -0.57562 3.89864
H 4.98798 -1.16275 2.47018
C 2.86473 1.85178 4.68040
N 2.19886 0.89427 3.78677
C 2.38062 -0.52956 4.09572
C 1.51473 1.30946 2.76378
O 0.91983 0.53367 1.95148
H 3.93479 1.64745 4.68690
H 2.47511 1.74243 5.69003
H 2.69428 2.86700 4.33302
H 3.44617 -0.75561 4.09814
H 1.87991 -1.13261 3.35139
H 1.97402 -0.73857 5.08564
H 1.49478 2.38467 2.59533
```

Mulliken population analysis, charges in e, atoms 1 to 2: Zr -0.52; C -1.76

The following is a quantum chemistry calculation of a structure of composition C47H60Cl2O4SbSe4V in a non-equilibrium geometry, from the Open Molecules 2025 dataset.

Output
- HOMO-LUMO gap (alpha / beta) (hartree) = 0.14100 / 0.14057
- DFT total energy (Eh) = -13838.3986
- net charge = -2
- HOMO energy (alpha / beta) (eV) = -0.57 / -0.56
- multiplicity = 3
- LUMO energy (alpha / beta) (Ha) = 0.1200 / 0.1200

The geometry in XYZ format:
```
119
C47H60Cl2O4SbSe4V, DFT ωB97M-V with the def2-TZVPD basis set
V 0.79088 2.17749 -2.17855
C 1.10941 -0.42911 -5.34784
O 0.66823 0.07567 -4.08219
C 0.20332 -0.87362 -3.23362
C 1.08280 -1.57792 -2.42223
C 2.51796 -1.12009 -2.21910
C 2.78461 -0.75327 -0.77621
C 3.51978 -1.63226 0.00424
C 3.90381 -1.35783 1.30964
C 3.52172 -0.12669 1.81957
C 2.77917 0.79839 1.08826
C 2.49809 2.14707 1.72688
C 1.00744 2.34920 1.94718
C 0.31693 1.72714 2.97464
C -1.06579 1.87988 3.12120
C -1.75805 2.47313 2.07135
C -1.10077 3.09466 1.00518
C -1.87007 3.64342 -0.20119
C -2.51752 2.47702 -0.93161
C -3.72089 2.01761 -0.40599
C -4.42657 0.93521 -0.91117
C -3.86501 0.29526 -2.00142
C -2.67384 0.70990 -2.58463
C -2.13576 -0.09416 -3.75402
C -1.16740 -1.12590 -3.20075
C -1.61021 -2.25591 -2.53168
C -0.72149 -3.12600 -1.89586
C 0.59955 -2.71377 -1.77340
C -1.21325 -4.49916 -1.43137
C -2.32780 -4.35068 -0.38619
C -1.76119 -5.24089 -2.66176
C -0.08782 -5.34082 -0.82833
C -1.96715 1.82572 -2.07548
O -0.85684 2.25319 -2.68163
C -5.77208 0.54423 -0.30140
C -5.59289 0.20667 1.18569
C -6.39595 -0.66678 -0.99672
C -6.74935 1.72268 -0.44059
C 0.28211 3.13835 1.06242
O 0.95990 4.01671 0.29111
C 1.29841 5.21337 0.96863
C -1.74377 1.44860 4.42362
C -1.72666 -0.08007 4.55974
C -0.97288 2.05903 5.60629
C -3.19121 1.94027 4.49923
C 2.39879 0.49279 -0.23510
O 1.70611 1.37493 -0.98217
C 4.78279 -2.34371 2.07435
C 4.08699 -3.71005 2.15687
C 6.12234 -2.50616 1.33885
C 5.08548 -1.87771 3.49935
H 0.24472 -0.68303 -5.97009
H 1.72675 -1.32045 -5.20668
H 1.70694 0.35391 -5.81623
H 2.74333 -0.27961 -2.86839
H 3.20659 -1.92143 -2.49615
H 3.84653 -2.55566 -0.46845
H 3.80834 0.16710 2.82424
H 2.89942 2.93341 1.08994
H 3.01970 2.19040 2.68578
H 0.88451 1.13354 3.68634
H -2.84023 2.48523 2.06887
H -1.21678 4.21333 -0.86069
H -2.65321 4.33101 0.12738
H -4.12455 2.56945 0.43791
H -4.36893 -0.54999 -2.45910
H -1.62560 0.55565 -4.46158
H -2.97047 -0.57871 -4.26393
H -2.67703 -2.45910 -2.52342
H 1.29808 -3.28667 -1.17266
H -3.12019 -3.69000 -0.74221
H -1.92836 -3.92385 0.53663
H -2.76997 -5.32600 -0.15907
H -2.63179 -4.72793 -3.07253
H -2.05410 -6.26279 -2.39905
H -1.00001 -5.28652 -3.44350
H 0.31260 -4.87441 0.07473
H 0.72779 -5.47299 -1.54278
H -0.47205 -6.32886 -0.56100
H -4.89390 -0.62412 1.30657
H -6.55196 -0.07679 1.63280
H -5.20024 1.06224 1.73962
H -5.75471 -1.54797 -0.91500
H -6.57870 -0.46297 -2.05434
H -7.35605 -0.90141 -0.52833
H -6.38130 2.60561 0.08480
H -7.73031 1.46249 -0.02706
H -6.87422 1.98477 -1.49355
H 0.39954 5.79965 1.18928
H 1.94431 5.77157 0.29509
H 1.82743 5.00080 1.90356
H -0.70350 -0.45983 4.53293
H -2.28118 -0.54748 3.74310
H -2.18150 -0.37901 5.50980
H 0.02245 1.62263 5.69639
H -1.50771 1.87449 6.54353
H -0.86001 3.13772 5.47846
H -3.81637 1.44030 3.75535
H -3.24234 3.01851 4.33365
H -3.60722 1.72546 5.48730
H 3.87656 -4.10534 1.16206
H 3.14252 -3.62627 2.69987
H 4.72748 -4.42819 2.67921
H 5.98264 -2.97286 0.36177
H 6.79960 -3.14014 1.92266
H 6.59851 -1.53794 1.18486
H 4.16856 -1.72540 4.07476
H 5.66603 -0.95219 3.49929
H 5.68015 -2.64216 4.00715
Se 4.05791 1.68361 -7.10925
Sb 3.92475 3.41663 -5.38085
Se 2.31229 2.47001 -3.71079
Se 1.23825 4.28776 -3.03194
Se 6.25892 3.54191 -4.60730
Cl 7.53231 1.14052 -1.22337
C 6.40415 2.42699 -0.74685
Cl 4.88458 2.33618 -1.62685
H 6.86801 3.37597 -0.98458
H 6.19785 2.30423 0.30983
```

Mulliken population analysis, charges in e, atoms 1 to 2: V 1.58; C -0.75